[1]
{"formula": "C5H8N2", "method": "wB97M-V/def2-TZVPD", "largest_force_ev_per_a": 7.90, "e_homo_ev": -9.0, "e_above_lowest_kcal_mol": 89.2, "orbital_gap_ev": 10.1, "charge": 0, "species": ["C", "C", "C", "C", "C", "N", "N", "H", "H", "H", "H", "H", "H", "H", "H"], "coordinates": [[-0.49145, 1.13074, -1.91776], [0.11383, 0.58657, -0.65751], [-0.74938, -0.36487, 0.07358], [-0.30655, -0.61074, 1.64940], [1.30105, -0.90992, 1.52272], [1.60131, -1.02418, 0.26070], [0.51050, -0.78711, -0.61839], [0.06026, 2.09508, -2.21115], [-1.54141, 1.31387, -1.61453], [-0.39975, 0.37470, -2.73742], [0.71189, 1.22115, -0.09506], [-1.64526, -0.81280, -0.11545], [-0.30421, 0.26777, 2.26968], [-0.73694, -1.59093, 1.83126], [1.87610, -0.88932, 2.35994]]}

[2]
{"formula": "C45H58N2O4P2S4Sr", "method": "wB97M-V/def2-TZVPD", "largest_force_ev_per_a": 2.97, "e_homo_ev": -2.4, "e_above_lowest_kcal_mol": 33.1, "orbital_gap_ev": 6.1, "charge": -2, "species": ["Sr", "C", "N", "C", "C", "N", "C", "C", "C", "C", "C", "C", "C", "S", "C", "C", "C", "C", "C", "C", "S", "H", "H", "H", "H", "H", "H", "H", "H", "H", "H", "H", "H", "H", "H", "H", "H", "H", "H", "C", "C", "C", "C", "C", "C", "C", "C", "C", "H", "H", "H", "H", "H", "H", "H", "H", "H", "H", "H", "H", "C", "C", "C", "C", "O", "P", "O", "O", "O", "C", "C", "C", "C", "H", "H", "H", "H", "H", "H", "H", "H", "H", "H", "H", "H", "H", "H", "H", "H", "H", "H", "S", "P", "S", "C", "C", "C", "C", "C", "C", "C", "C", "C", "C", "C", "C", "H", "H", "H", "H", "H", "H", "H", "H", "H", "H"], "coordinates": [[0.01787, -2.03268, 0.45073], [1.41867, 0.46041, -1.86980], [1.02557, 1.84677, -1.62788], [-0.34209, 2.17817, -2.01002], [-1.46610, 1.58960, -1.14445], [-1.72010, 0.15579, -1.36249], [-2.71771, -0.32986, -0.41359], [-2.03729, -0.21661, -2.71000], [-2.68837, 0.66820, -3.56607], [-2.96061, 0.34953, -4.89037], [-2.58340, -0.89542, -5.37943], [-1.95981, -1.80084, -4.53192], [-1.68262, -1.49543, -3.18764], [-0.92519, -2.72727, -2.19990], [1.53515, 2.53060, -0.47868], [2.15776, 3.75739, -0.74644], [2.73613, 4.53607, 0.24698], [2.70659, 4.07106, 1.55870], [2.09021, 2.86448, 1.84854], [1.47518, 2.06529, 0.85663], [0.69377, 0.59139, 1.41843], [2.43215, 0.26396, -1.50867], [1.37714, 0.24419, -2.94323], [0.74680, -0.19858, -1.36967], [-0.48320, 1.86690, -3.04788], [-0.44590, 3.26577, -1.98560], [-2.38258, 2.18173, -1.29361], [-1.20098, 1.70026, -0.09464], [-3.66455, 0.22360, -0.48687], [-2.34380, -0.17738, 0.60464], [-2.91113, -1.38866, -0.60538], [-2.97692, 1.64459, -3.19111], [-3.45702, 1.07164, -5.52920], [-2.77156, -1.15841, -6.41467], [-1.66031, -2.77833, -4.89535], [2.19563, 4.07423, -1.78376], [3.21291, 5.47711, 0.00065], [3.14827, 4.65606, 2.35955], [2.03964, 2.50410, 2.87175], [-2.64298, -4.85037, 0.05398], [-1.70923, -4.17408, 1.03987], [-2.13703, -3.09971, 1.81855], [-1.31811, -2.53568, 2.79756], [-1.76938, -1.33346, 3.59972], [-0.05010, -3.08706, 2.99130], [0.40460, -4.16315, 2.23738], [1.77415, -4.77582, 2.50569], [-0.42120, -4.66280, 1.23533], [-3.65497, -4.45971, 0.14306], [-2.67601, -5.92496, 0.23653], [-2.31200, -4.68051, -0.97354], [-3.14058, -2.71174, 1.68717], [-1.40869, -0.39668, 3.15626], [-1.37476, -1.36889, 4.61429], [-2.85280, -1.25198, 3.64523], [0.58904, -2.67472, 3.76641], [2.55646, -4.24946, 1.94972], [1.80629, -5.82163, 2.19928], [2.02412, -4.72052, 3.56592], [-0.07418, -5.50150, 0.63634], [4.68473, -0.59227, 1.25260], [5.21816, -0.88287, -0.15172], [6.57042, -1.58471, -0.07641], [5.33905, 0.41247, -0.93479], [4.31337, -1.70290, -0.92635], [3.53536, -2.94965, -0.29223], [4.45445, -3.83704, 0.45429], [2.30866, -2.41305, 0.38423], [2.99222, -3.62456, -1.63863], [3.73793, -4.50160, -2.49596], [2.92954, -4.54567, -3.77835], [5.14173, -3.96662, -2.77217], [3.81474, -5.88011, -1.85682], [5.31127, 0.15741, 1.74375], [4.69243, -1.50820, 1.85623], [3.65887, -0.21863, 1.20018], [7.28205, -0.98193, 0.49457], [6.96728, -1.73299, -1.08753], [6.43784, -2.55857, 0.40502], [6.16341, 1.01589, -0.54364], [4.41450, 0.99400, -0.85685], [5.52932, 0.18543, -1.98800], [2.78498, -3.52620, -4.14059], [1.94443, -4.97746, -3.58647], [3.44700, -5.13786, -4.53905], [5.08092, -2.93678, -3.13296], [5.63181, -4.58826, -3.52525], [5.73672, -3.98184, -1.85035], [2.80554, -6.27824, -1.70895], [4.30878, -5.79424, -0.88381], [4.37151, -6.56753, -2.50113], [-3.91012, 3.73211, 5.29620], [-3.89770, 3.43481, 3.34131], [-3.41847, 1.69944, 2.54174], [-2.81887, 4.71491, 2.57254], [-1.83650, 4.34453, 1.65882], [-1.02781, 5.31161, 1.06069], [-1.20838, 6.65352, 1.37448], [-2.19025, 7.02849, 2.29210], [-2.99047, 6.06097, 2.89525], [-5.53676, 3.88369, 2.62372], [-6.69082, 3.79013, 3.40206], [-7.94333, 4.05631, 2.84332], [-8.04795, 4.42832, 1.50776], [-6.89808, 4.52737, 0.73030], [-5.64982, 4.25106, 1.28290], [-1.70622, 3.29487, 1.42436], [-0.25759, 5.00687, 0.36253], [-0.58367, 7.40983, 0.91043], [-2.32825, 8.07621, 2.54168], [-3.73968, 6.33926, 3.62772], [-6.58586, 3.52270, 4.44760], [-8.83598, 3.97705, 3.45571], [-9.01786, 4.63996, 1.07263], [-6.97218, 4.81445, -0.31263], [-4.75731, 4.31110, 0.66957]]}

[3]
{"formula": "C2H3BF2O", "method": "wB97M-V/def2-TZVPD", "largest_force_ev_per_a": 3.58, "e_homo_ev": -9.5, "e_above_lowest_kcal_mol": 61.3, "orbital_gap_ev": 10.0, "charge": 0, "species": ["B", "O", "C", "F", "C", "F", "H", "H", "H"], "coordinates": [[1.31650, -1.03040, 0.14524], [0.30425, -0.81983, -0.78215], [-0.73523, -0.11442, -0.34502], [-1.74821, -0.86429, 0.03206], [-0.90355, 1.20760, -0.07678], [-0.06636, 2.18061, -0.39955], [1.35024, -0.51390, 1.19306], [2.28960, -1.82509, -0.18081], [-1.80724, 1.77974, 0.41396]]}

[4]
{"formula": "C8H10N3", "method": "wB97M-V/def2-TZVPD", "largest_force_ev_per_a": 5.03, "e_homo_ev": -13.0, "e_above_lowest_kcal_mol": 69.6, "orbital_gap_ev": 7.9, "charge": 1, "species": ["C", "C", "C", "C", "C", "C", "C", "C", "N", "N", "N", "H", "H", "H", "H", "H", "H", "H", "H", "H", "H"], "coordinates": [[-1.16367, -1.25646, 0.77604], [0.11281, -1.95680, 0.99970], [2.21512, 0.08112, -1.02185], [1.93612, 1.18719, 0.88944], [-1.26585, -0.10942, -0.01976], [1.07492, -0.80356, -0.79095], [-0.05454, 0.70946, -0.35473], [-2.59474, 0.44845, -0.35924], [1.06401, -1.77180, 0.18452], [2.63379, 0.80920, -0.05834], [0.61024, 1.36986, 0.66911], [-2.02529, -1.82875, 1.14058], [0.17056, -2.84925, 1.65166], [2.64579, 0.23520, -2.10155], [2.45809, 1.45083, 1.72568], [0.66584, -1.30769, -1.61714], [-0.09763, 1.37432, -1.26965], [-3.42005, 0.46559, 0.31683], [-2.96519, -0.00368, -1.29722], [-2.28102, 1.49448, -0.62435], [0.28070, 2.26171, 1.16124]]}

[5]
{"formula": "C3H10NO2", "method": "wB97M-V/def2-TZVPD", "largest_force_ev_per_a": 3.89, "e_homo_ev": -3.3, "e_above_lowest_kcal_mol": 36.4, "orbital_gap_ev": 7.3, "charge": -1, "species": ["C", "O", "C", "C", "N", "H", "H", "H", "H", "H", "H", "H", "H", "H", "H", "O"], "coordinates": [[0.96994, 0.74205, -0.55915], [1.22380, -0.14125, -1.67595], [-0.45854, 0.95376, 0.06240], [-0.80992, 0.53517, 1.58631], [-1.30024, 0.05894, -0.89614], [1.62334, 0.67265, 0.32137], [1.16463, 1.83297, -1.05162], [-0.76994, 2.02924, -0.24543], [-0.61065, -0.59285, 1.80965], [-1.84229, 0.90851, 1.75104], [-0.16743, 0.98862, 2.31175], [-1.70396, -0.77569, -0.44459], [-0.70238, -0.38767, -1.55748], [1.45437, -1.65564, -0.87437], [0.54003, -2.56769, -0.04737], [1.38924, -2.60114, -0.49042]]}

[6]
{"formula": "C34H32AsBrF18IInN6O4PS2Sb", "method": "wB97M-V/def2-TZVPD", "largest_force_ev_per_a": 3.84, "e_homo_ev": -13.4, "e_above_lowest_kcal_mol": 0.0, "orbital_gap_ev": 7.2, "charge": 2, "species": ["In", "C", "C", "N", "H", "H", "H", "C", "N", "C", "N", "C", "N", "C", "N", "C", "C", "H", "H", "H", "H", "H", "H", "H", "H", "H", "H", "H", "H", "F", "P", "F", "F", "F", "F", "F", "Br", "C", "C", "C", "C", "C", "C", "I", "H", "H", "H", "H", "F", "Sb", "F", "F", "F", "F", "F", "F", "C", "F", "F", "S", "O", "O", "N", "S", "O", "O", "C", "F", "F", "F", "C", "C", "C", "C", "C", "C", "As", "C", "C", "C", "C", "C", "C", "C", "C", "C", "C", "C", "C", "H", "H", "H", "H", "H", "H", "H", "H", "H", "H", "H", "H", "H"], "coordinates": [[2.50223, 14.45122, 14.03626], [2.29662, 9.75379, 14.15784], [2.41373, 11.15887, 14.04307], [2.43423, 12.30470, 14.10120], [3.15206, 9.22847, 13.84840], [1.38004, 9.44268, 13.70191], [2.22044, 9.64079, 15.27317], [3.33744, 14.56458, 17.12328], [3.44276, 15.20060, 18.41053], [2.15308, 14.97051, 19.07731], [1.11239, 15.60892, 18.27636], [0.92247, 15.05204, 16.97761], [2.26777, 15.22720, 16.20843], [2.55935, 16.69051, 16.14155], [2.61882, 17.33131, 17.44743], [3.69591, 16.68588, 18.27377], [1.32954, 17.07805, 18.15365], [3.17957, 13.48322, 17.15638], [4.27314, 14.88661, 16.59391], [2.19807, 15.32720, 20.09723], [1.86651, 13.91360, 19.09578], [0.16081, 15.53570, 16.42028], [0.62093, 14.03769, 17.12013], [1.78238, 17.19582, 15.54738], [3.51185, 16.91616, 15.61456], [3.78128, 17.12845, 19.24376], [4.69033, 16.91555, 17.83158], [0.50842, 17.56382, 17.61326], [1.40730, 17.49026, 19.20441], [-0.42235, 17.68396, 12.12754], [0.31045, 18.44455, 13.24259], [1.49676, 17.33332, 13.23073], [-0.09084, 17.99658, 14.66736], [1.40436, 19.48346, 12.91896], [1.62855, 19.60785, 15.65440], [-0.79949, 19.55473, 13.27751], [1.64233, 11.19354, 10.72351], [0.94795, 12.76539, 10.01610], [-0.10462, 12.57160, 9.13668], [-0.49632, 13.64290, 8.35292], [0.08539, 14.86356, 8.53059], [0.95387, 15.17420, 9.52347], [1.45788, 14.06315, 10.21169], [3.14164, 14.49863, 11.35223], [-0.50739, 11.55964, 8.97313], [-1.12143, 13.56872, 7.47278], [-0.22905, 15.69353, 7.91113], [1.36643, 16.15690, 9.74225], [4.65557, 17.12977, 14.13131], [6.12771, 15.96619, 14.01634], [7.21771, 17.43631, 13.97420], [5.77702, 15.93364, 12.14269], [7.52238, 14.72075, 13.90210], [4.72167, 14.55322, 14.04418], [6.13535, 15.99506, 15.87157], [-2.21853, 15.53091, 14.80821], [-2.10165, 14.76230, 13.71576], [-3.11589, 13.92362, 13.73268], [-2.10936, 15.46915, 12.61076], [-0.51830, 13.77500, 13.82831], [0.37739, 14.95720, 14.02921], [-0.31609, 13.01973, 12.64106], [-0.44731, 12.97428, 15.11347], [-0.95636, 11.46574, 15.32574], [-1.80868, 10.98322, 14.28419], [0.13368, 10.71941, 15.87729], [-1.87771, 11.77243, 16.80185], [-2.86318, 12.65607, 16.61251], [-2.32307, 10.59568, 17.22569], [-1.04060, 12.21288, 17.78690], [4.86669, 23.50076, 12.84400], [3.78305, 24.02449, 13.58696], [3.15660, 23.27317, 14.48496], [3.40492, 21.85210, 14.52886], [4.41567, 21.32217, 13.73348], [5.15126, 22.14452, 12.90998], [2.73056, 20.97518, 15.96733], [1.82364, 22.12273, 17.17430], [0.60513, 22.77962, 17.06652], [0.11234, 23.46136, 18.16221], [0.88160, 23.52253, 19.34301], [2.18690, 23.01114, 19.40693], [2.61763, 22.23071, 18.31503], [3.87125, 21.49933, 18.22015], [4.88205, 21.64725, 19.15654], [6.08552, 20.96619, 19.05930], [6.31616, 20.09871, 17.97679], [5.35297, 19.96409, 16.99929], [4.11959, 20.61812, 17.16791], [5.40769, 24.17228, 12.21332], [3.61643, 25.10640, 13.60849], [2.47552, 23.73225, 15.23972], [4.58889, 20.23856, 13.57830], [5.94360, 21.75354, 12.31003], [-0.00460, 22.77055, 16.17791], [-0.84302, 23.95181, 18.14146], [0.49533, 24.05152, 20.21392], [2.78286, 23.19369, 20.31089], [4.68595, 22.40250, 19.93176], [6.85479, 21.07696, 19.79147], [7.28486, 19.64752, 17.96081], [5.52165, 19.25069, 16.20384]]}